Below is C57H55N4O5ReSi as an isolated structure, with properties calculated with the ωB97M-V functional and the def2-TZVPD basis.

Calculated total energy (hartree): -3167.9313
LUMO energy (alpha / beta) (eV): -3.0943 / -2.9003
Total charge: +1
Expectation value of S²: 0.759
Frontier orbital gap (alpha / beta) (eV): 7.701 / 7.637
Spin multiplicity: 2

Positions of all 123 atoms, in Å:
Re: -0.37179 -0.29981 -0.95388
C: 4.32737 -0.92830 4.09951
C: 3.50856 -0.01204 3.22256
C: 3.81481 1.45548 3.44315
O: 3.72623 -0.36619 1.86678
C: 2.51473 -0.14281 1.17329
C: 1.45649 -0.51020 2.22568
O: 2.11103 -0.25595 3.45299
C: 0.13362 0.27683 2.14518
O: -0.44570 -0.10972 0.90601
C: -0.88633 -0.15652 3.19560
C: -2.16845 0.38631 3.10104
C: -3.17261 -0.01145 3.96490
C: -2.90512 -0.95579 4.95176
C: -1.63437 -1.49267 5.05593
C: -0.62737 -1.10064 4.17747
C: 0.37265 1.78417 2.19189
C: 0.51313 2.40365 3.43277
C: 0.78951 3.75906 3.52104
C: 0.93808 4.52076 2.36990
C: 0.79932 3.91538 1.13113
C: 0.50812 2.55964 1.04626
C: 2.56651 -0.87932 -0.18713
O: 1.49793 -0.30969 -0.97234
C: 3.86433 -0.47925 -0.88636
C: 4.03078 0.85387 -1.25840
C: 5.18974 1.27276 -1.88906
C: 6.20361 0.36086 -2.15670
C: 6.04756 -0.96331 -1.78281
C: 4.88270 -1.38321 -1.15054
C: 2.39391 -2.39236 -0.16255
C: 2.83471 -3.16912 0.90761
C: 2.69442 -4.55063 0.88426
C: 2.13356 -5.18149 -0.21784
C: 1.73553 -4.42051 -1.30747
C: 1.86999 -3.03940 -1.27913
H: 5.38131 -0.84925 3.83399
H: 4.00206 -1.96040 3.97077
H: 4.20540 -0.65079 5.14612
H: 4.88222 1.63022 3.30846
H: 3.53019 1.74941 4.45358
H: 3.26273 2.07576 2.73609
H: 2.41824 0.91780 0.91360
H: 1.19238 -1.56834 2.14623
H: -2.37603 1.12615 2.33413
H: -4.16171 0.42095 3.87981
H: -3.68376 -1.26069 5.63893
H: -1.41556 -2.22152 5.82625
H: 0.36198 -1.52337 4.28737
H: 0.40921 1.81477 4.33524
H: 0.89051 4.22199 4.49416
H: 1.14349 5.58065 2.43962
H: 0.90644 4.49854 0.22444
H: 0.40166 2.11845 0.06086
H: 3.25141 1.57508 -1.04378
H: 5.30576 2.31243 -2.16737
H: 7.11060 0.68463 -2.65032
H: 6.83253 -1.68044 -1.98543
H: 4.77935 -2.42177 -0.86587
H: 3.30139 -2.69140 1.75775
H: 3.03609 -5.13549 1.72902
H: 2.02828 -6.25848 -0.23490
H: 1.32092 -4.89936 -2.18669
H: 1.58155 -2.46158 -2.14809
C: -1.10326 1.19220 -5.17907
Si: 0.20387 0.53580 -4.02697
C: 1.64459 -0.31748 -4.82399
C: 0.88121 2.00848 -3.10022
N: -0.54631 -0.61045 -2.86482
C: -1.17521 -1.79494 -3.30636
C: -1.32197 -2.18771 -4.63554
C: -1.88261 -3.41467 -4.95345
C: -2.28804 -4.28242 -3.94956
C: -2.14552 -3.91956 -2.61724
C: -1.61807 -2.67762 -2.32727
O: -1.35775 -2.22826 -1.01647
C: -1.91378 -2.92375 0.09354
C: -1.02926 -3.26562 1.09413
C: -1.52212 -3.89490 2.22814
C: -2.87427 -4.18158 2.33634
C: -3.73896 -3.85116 1.30100
C: -3.26426 -3.21449 0.16309
H: -0.68379 2.02840 -5.74584
H: -1.94485 1.57757 -4.59636
H: -1.49874 0.47450 -5.89674
H: 2.16579 0.36677 -5.49854
H: 1.38874 -1.21511 -5.38776
H: 2.34832 -0.60098 -4.03443
H: 1.46060 2.58289 -3.83159
H: 1.56857 1.72903 -2.30350
H: 0.12702 2.68742 -2.69776
H: -0.97313 -1.54581 -5.43059
H: -1.98223 -3.69897 -5.99215
H: -2.71074 -5.24702 -4.19449
H: -2.42630 -4.60064 -1.82795
H: 0.02186 -3.04599 0.97421
H: -0.84206 -4.16130 3.02636
H: -3.25564 -4.67106 3.22230
H: -4.79209 -4.08779 1.37408
H: -3.93218 -2.95642 -0.64812
C: -4.74254 0.41549 -0.41907
C: -3.45684 -0.06833 -0.31606
N: -2.41810 0.51421 -0.93550
C: -2.64022 1.65368 -1.59373
C: -3.89390 2.22906 -1.72329
C: -4.97113 1.56588 -1.15859
C: -4.04367 3.51245 -2.45226
C: -3.71537 4.71866 -1.99593
C: -3.23209 5.07597 -0.64419
C: -3.14120 6.41434 -0.28742
C: -2.73922 6.69911 1.00592
N: -2.44516 5.74690 1.88626
C: -2.55499 4.49789 1.44279
N: -2.92809 4.10894 0.22926
H: -5.54739 -0.09588 0.09027
H: -3.22653 -0.91716 0.30822
H: -1.77412 2.13659 -2.02116
H: -5.96965 1.97551 -1.24689
H: -4.47406 3.44575 -3.44687
H: -3.87420 5.56363 -2.65670
H: -3.38378 7.20239 -0.98713
H: -2.65345 7.72356 1.35066
H: -2.30762 3.71157 2.14855